# 1
Density functional theory data (ωB97M-V/def2-TZVPD) for a 2-piece molecular cluster, C6H16NO overall in a non-equilibrium geometry.

```
24
Properties=species:S:1:pos:R:3:forces:R:3:nbo_charge:R:1
C -0.0371 -0.9258 -0.8636 0.1544 -0.1759 0.8106 -0.240
C 0.9107 -0.4291 0.2504 -1.2985 0.1844 -0.7675 -0.385
C 0.4069 0.7122 1.1930 1.1236 0.2588 0.3764 -0.521
C -0.8359 -0.0649 3.2126 0.0898 -0.1055 0.1975 -0.032
C -0.8661 0.5109 1.9216 -0.0897 0.1422 -0.2733 0.323
C -2.1601 0.9230 1.3683 0.1658 -0.2959 -0.4709 -0.725
N -0.0183 -0.1101 -2.1229 0.0648 0.2573 0.8787 -0.690
H -1.0697 -1.0191 -0.5201 0.0264 0.1436 -0.1671 0.220
H 0.2797 -1.9359 -1.1113 0.0611 0.0373 -0.3332 0.256
H 1.0824 -1.2890 0.8718 0.3801 -0.4090 0.1958 0.249
H 1.8361 -0.1227 -0.2330 0.2385 0.0677 0.3949 0.252
H 1.1988 0.7435 1.9529 -0.0684 0.1354 -0.0665 0.272
H 0.4539 1.6914 0.7027 -0.4600 -0.1410 -0.1414 0.268
H 0.1008 -0.3321 3.6836 0.1176 -0.0097 -0.0351 0.230
H -1.7329 -0.2440 3.7927 -0.1463 0.0565 -0.1114 0.238
H -2.1288 1.1828 0.3108 0.0977 -0.2072 -0.0216 0.243
H -2.8969 0.1395 1.5759 -0.2015 0.2108 0.0078 0.293
H -2.5134 1.8417 1.8386 -0.1286 0.1536 0.5096 0.332
H -0.5734 -0.6205 -2.8059 0.1309 0.1828 -0.5133 0.457
H -0.4431 0.8067 -1.9706 -0.0442 -0.0665 -0.1795 0.429
H 0.9689 0.0254 -2.4704 -0.3304 -0.6236 -0.3110 0.481
H 2.7274 0.2178 -3.8538 -0.0979 -0.1772 -0.1745 0.508
H 3.0259 -1.1452 -3.2515 -0.3069 0.0097 -0.0942 0.514
O 2.2842 -0.5564 -3.4716 0.5216 0.3714 0.2890 -0.971
```
Positions in Å, forces in eV/Å.

Values from the calculation:
Calculated total energy in Ha: -367.50873
HOMO-LUMO gap (alpha / beta) in Ha: 0.407 / 0.279
Energy relative to the best compared isomer or geometry (same formula, charge and spin) in kJ/mol: 16.1
Multiplicity: 2
Net charge: +2
Highest occupied orbital energy (alpha / beta) in eV: -19.17 / -19.17



# 2
Density functional theory data (ωB97M-V/def2-TZVPD) for one molecule with the formula C6H16NOP in a non-equilibrium geometry.

```
25
Properties=species:S:1:pos:R:3:forces:R:3:nbo_charge:R:1
C 2.0226 0.1365 1.6331 0.7210 0.4116 0.2977 -0.725
C -0.9466 2.5691 -1.3282 -1.8408 1.1874 -2.4698 -0.604
C -0.7047 -1.8383 2.2544 -0.6130 -0.5315 2.2926 -0.903
C -1.3396 1.1497 -1.7797 -1.5333 1.8967 -1.8458 -0.401
C -0.6657 0.1032 -1.0250 1.2035 -3.4194 0.9232 -0.425
C 0.8525 -0.3064 -1.0941 0.3815 3.2306 -0.3970 -0.215
N 1.1606 -1.5403 -0.4209 -0.1206 -1.5912 -1.0464 -0.960
O 2.0990 -2.5937 1.7424 1.6189 0.0286 1.0998 -0.979
P 1.2459 -1.3287 1.3160 -3.3447 -0.6152 -2.6291 1.550
H 1.3535 0.9563 1.4312 0.4652 0.5533 0.5091 0.226
H 2.9068 0.1398 2.2259 0.9913 0.8423 0.4037 0.180
H 0.1034 2.6473 -1.2018 0.9742 0.1949 0.3129 0.201
H -1.2908 3.4515 -2.0523 0.7678 -2.0791 1.1845 0.204
H -1.5010 2.7628 -0.4533 -0.1567 0.4243 1.4939 0.204
H -1.0622 -1.1656 3.0432 0.1610 0.1326 -0.2939 0.198
H -1.4525 -2.0039 1.5049 -0.0903 -0.2306 -0.5357 0.199
H -0.2552 -2.7040 2.7426 -0.4280 -0.2830 -0.2547 0.200
H -2.4853 0.9880 -1.6848 1.8308 0.4073 -0.1213 0.208
H -1.1270 1.0914 -2.8668 -0.0752 -0.3280 0.4113 0.199
H -0.7347 0.2362 0.0456 -0.9427 0.0685 0.5047 0.193
H -1.1525 -0.8615 -1.2967 -0.0471 0.4208 0.4754 0.197
H 1.4269 0.5095 -0.4829 -0.7446 -1.2959 -1.5919 0.181
H 1.2045 -0.2033 -2.1475 0.0564 -0.5912 0.6504 0.193
H 0.5873 -2.3820 -0.7669 1.1163 1.7914 0.9573 0.396
H 2.9635 -2.3092 2.1140 -0.3506 -0.6255 -0.3309 0.481
```
Positions in Å, forces in eV/Å.

Values from the calculation:
Calculated total energy in Ha: -709.32754
HOMO-LUMO gap (alpha / beta) in Ha: 0.164 / 0.265
Energy relative to the best compared isomer or geometry (same formula, charge and spin) in kJ/mol: 202.3
Multiplicity: 3
Highest occupied orbital energy (alpha / beta) in eV: -3.62 / -8.76



# 3
Density functional theory data (ωB97M-V/def2-TZVPD) for a 2-piece molecular cluster, C6H16NS overall in a non-equilibrium geometry.

```
24
Properties=species:S:1:pos:R:3:forces:R:3:nbo_charge:R:1
C 1.7259 -3.0857 -0.0115 0.5490 0.3935 0.4020 -0.233
C 0.2001 -2.9230 0.1116 0.6663 0.1262 -0.3346 -0.603
S -0.3447 -1.2767 -0.4133 -0.0547 -0.5993 0.2185 0.105
N 2.5307 -2.1385 0.8000 -0.7722 -0.6628 -0.0687 -0.817
H 2.0596 -2.9498 -1.0399 -0.2749 -0.1154 -0.1509 0.191
H 1.9972 -4.0987 0.2894 -0.0021 -0.0610 -0.0655 0.194
H -0.0866 -3.0816 1.1546 -0.1699 0.2042 0.0366 0.235
H -0.2963 -3.6996 -0.4716 -0.2116 0.1080 -0.0620 0.229
H 2.4844 -2.4401 1.7676 0.1161 0.0035 0.0774 0.343
H 2.0153 -1.2684 0.7793 0.1671 0.4631 -0.0668 0.353
C 0.9903 2.1663 -0.7132 -0.4409 0.6940 -0.3210 -0.604
C -2.7297 1.5369 0.2698 0.5140 0.7003 0.5417 -0.606
C -1.2516 1.9215 0.4736 -0.3161 -0.3430 -0.4530 -0.393
C -0.5391 2.1436 -0.8555 0.4555 -0.5965 0.1228 -0.395
H 1.3016 3.0736 -0.1902 0.1445 -0.1351 0.1317 0.199
H 1.4537 2.1884 -1.7007 0.0893 -0.0180 0.0298 0.207
H 1.3508 1.2854 -0.1885 0.0073 -0.0243 0.0986 0.205
H -3.2222 1.5158 1.2436 -0.1627 -0.2073 -0.0895 0.205
H -2.8133 0.5682 -0.2153 -0.0820 -0.0409 -0.0517 0.209
H -3.2296 2.3016 -0.3259 -0.0887 -0.0942 -0.1258 0.199
H -0.7549 1.0977 0.9929 0.0726 0.0643 0.1567 0.190
H -1.1497 2.8116 1.0978 -0.0740 -0.0054 0.0653 0.197
H -0.7650 1.3050 -1.5238 -0.2586 0.0961 -0.0168 0.191
H -0.9270 3.0464 -1.3307 0.1266 0.0497 -0.0748 0.198
```
Positions in Å, forces in eV/Å.

Values from the calculation:
Calculated total energy in Ha: -691.09109
HOMO-LUMO gap (alpha / beta) in Ha: 0.380 / 0.257
Energy relative to the best compared isomer or geometry (same formula, charge and spin) in kJ/mol: 0.0
Multiplicity: 2
Highest occupied orbital energy (alpha / beta) in eV: -9.47 / -9.14



# 4
Density functional theory data (ωB97M-V/def2-TZVPD) for a 2-piece molecular cluster, C6H16O2 overall in a non-equilibrium geometry.

```
24
Properties=species:S:1:pos:R:3:forces:R:3:nbo_charge:R:1
C -0.9503 2.2201 2.0560 2.7213 -2.0103 0.0039 -0.056
O -0.0554 2.9150 2.8974 0.6412 1.5901 0.0418 -0.744
C -0.6471 2.4505 0.5501 -3.0899 -1.6689 -0.3238 -0.417
C -0.9590 1.0488 -0.1704 0.4075 2.8223 0.0888 -0.397
C 0.2299 0.1637 -0.1543 0.1765 -1.6368 0.0243 -0.404
C 0.1407 -0.9218 -1.2484 1.1297 -0.9030 0.4680 -0.398
C 0.0985 -0.4732 -2.7088 0.7589 0.9571 -0.3072 -0.624
H -0.6095 1.1609 2.2784 -1.1937 0.5673 -0.5148 0.149
H -1.9838 2.3441 2.3022 -0.6660 0.2286 0.0671 0.170
H -0.3542 3.1045 3.7902 -0.4613 -0.2525 -0.2205 0.474
H 0.2867 2.8957 0.2489 0.4009 -0.0711 0.3567 0.220
H -1.4834 3.0069 0.1134 0.4138 0.8784 0.3200 0.196
H -1.2939 1.2729 -1.1801 0.5320 0.1704 -0.5019 0.197
H -1.9022 0.6916 0.2160 0.0223 -0.7262 0.8062 0.203
H 0.3246 -0.3483 0.8360 0.0117 0.3403 -0.6871 0.208
H 1.1827 0.7165 -0.2975 -0.6510 -0.0561 -0.0213 0.202
H 1.0642 -1.5240 -1.0862 -0.5461 0.1682 -0.3390 0.202
H -0.6764 -1.6385 -1.0902 0.0029 0.3217 0.2926 0.199
H 0.7380 -1.1161 -3.3251 -0.0449 0.2443 0.0977 0.213
H -0.8654 -0.4888 -3.1740 -0.8750 -0.3228 0.0178 0.205
H 0.3933 0.5884 -2.8735 0.3098 -0.6448 0.3310 0.202
H 2.6962 -6.2512 -1.3509 -0.1902 -0.0006 0.0243 0.469
H 1.1628 -6.4354 -1.4288 0.5713 0.2715 0.3292 0.470
O 1.8729 -6.0205 -0.9042 -0.3818 -0.2671 -0.3540 -0.939
```
Positions in Å, forces in eV/Å.

Values from the calculation:
Calculated total energy in Ha: -388.63489
HOMO-LUMO gap in Ha: 0.391
SMILES string: CCCCCCO.O
Energy relative to the best compared isomer or geometry (same formula, charge and spin) in kJ/mol: 120.3
Highest occupied orbital energy in eV: -9.71



> Which value of calculated total energy does entry 3 give?

-691.09109 Ha



> Among the records above, which one has the lowest calculated total energy?

C6H16NOP



> Among the records above, which one has the highest energy relative to the best compared isomer or geometry (same formula, charge and spin)?

C6H16NOP